Entry 1:
An isolated ion of composition C3H6Cl2N3 and charge +1, computed with ωB97M-V/def2-TZVPD.

Positions of all 14 atoms, in Å:
C -0.38903 1.40167 -1.10654
C -1.23662 -1.47721 0.92342
C 2.17112 -0.35282 0.55442
N -0.04559 0.39127 -0.20528
N -1.15262 -0.38701 0.22801
N 1.29902 0.13981 -0.23321
Cl -1.84296 2.33725 -0.63104
Cl 3.81839 -0.53882 0.06996
H 0.47444 1.95296 -1.29770
H -0.64694 1.04588 -2.17368
H -0.43789 -2.09731 0.96082
H -2.24308 -1.97611 1.21421
H 2.10731 -0.80979 1.55326
H -1.87551 0.37025 0.14335

Force components x, y, z for each atom (eV/Å):
C -2.21 -0.24 -3.95
C -3.58 0.98 -1.44
C -0.97 -0.68 0.35
N 0.19 -2.08 2.54
N 1.15 1.46 1.05
N 1.17 -0.57 -0.45
Cl 0.58 -0.08 0.29
Cl -0.59 0.54 -0.22
H 1.11 1.46 0.40
H 0.13 0.01 1.64
H 2.77 -1.54 0.48
H 1.62 1.67 -0.50
H -0.73 0.25 -0.34
H -0.62 -1.18 0.16

Properties
- Energy relative to the best compared isomer or geometry (same formula, charge and spin): 4.508 eV
- Charge: +1

Entry 2:
C30H52BrN3P2RuS as an isolated structure, computed with ωB97M-V/def2-TZVPD.

Positions of all 90 atoms, in Å:
N -6.54192 4.98565 -5.92993
C -6.39226 5.42916 -4.67203
C -5.71260 4.68061 -3.69336
C -5.08329 3.45326 -4.02603
C -5.29535 2.99582 -5.35770
C -6.00507 3.80059 -6.26910
C -4.18456 2.81333 -3.09247
Ru -0.62490 0.25733 -0.35060
P 4.97626 -0.57060 -0.69047
C -3.38759 1.77427 -3.43684
C -2.06460 1.59866 -2.90886
C -1.07917 0.98686 -3.72075
C 0.24441 0.90303 -3.32060
C 0.65799 1.34579 -2.01831
C -0.29947 2.15422 -1.26680
C -1.65861 2.07314 -1.62856
Br 2.44059 1.65555 -1.47746
H -4.15491 3.26352 -2.11010
H -3.73192 1.08921 -4.22502
H -5.63307 5.08064 -2.68653
H -4.90408 2.04599 -5.72164
H -6.82508 6.40905 -4.42214
H -6.15711 3.49178 -7.31709
H -1.30703 0.74164 -4.76520
H -2.36549 2.62057 -1.00649
H 0.98529 0.64459 -4.09683
H 0.13159 2.85243 -0.55936
P -0.64920 -1.83938 -0.94487
C 5.55145 1.17515 -0.50647
C 6.87395 1.53710 -1.20557
H 5.66909 1.31409 0.57994
H 4.76060 1.83843 -0.88413
H 7.03343 2.62462 -1.12703
H 7.70469 1.00841 -0.71792
H 6.84784 1.26503 -2.27092
C 4.35116 -0.79572 -2.42916
C 5.01794 -1.96790 -3.15599
H 4.57024 0.14978 -2.96030
H 3.26198 -0.93923 -2.34718
H 4.59831 -2.05048 -4.16655
H 6.10140 -1.82210 -3.23466
H 4.85774 -2.92143 -2.64146
C 3.76439 -1.04381 0.54443
C 4.42910 -1.67143 1.79782
H 3.08126 -1.76494 0.07799
H 3.17311 -0.15293 0.79966
H 3.74538 -2.38552 2.28328
H 5.34531 -2.20426 1.52451
H 4.74637 -0.90498 2.51855
C -0.80263 -2.96122 0.45940
C -1.70514 -4.12646 0.10573
H -1.14804 -2.37883 1.33078
H 0.23166 -3.27937 0.65763
H -2.75195 -3.81356 0.08908
H -1.44083 -4.56104 -0.86843
H -1.58777 -4.89307 0.87498
C 0.41610 -2.66966 -2.12619
C 0.07373 -2.48099 -3.59984
H 0.37384 -3.73835 -1.85293
H 1.43530 -2.31620 -1.89878
H -0.88491 -2.94677 -3.85040
H 0.02579 -1.43048 -3.90309
H 0.84999 -2.96778 -4.20066
C -2.29066 -1.49479 -1.74500
C -3.48572 -1.56508 -0.80152
H -2.34937 -2.15076 -2.61982
H -2.20950 -0.46242 -2.11901
H -4.08659 -0.64074 -0.88735
H -4.11974 -2.41863 -1.09034
H -3.16296 -1.66320 0.24784
C -0.84287 -2.32688 5.95389
C -0.16230 -1.76922 4.72625
N -1.11690 -1.04371 3.85791
C -0.74344 -0.02927 3.06490
S -1.74493 0.34162 1.68525
N 0.23837 0.80022 3.51059
C 0.07130 1.40728 4.86048
C 1.29190 2.19559 5.30424
H -1.50732 -1.58257 6.41449
H -0.07898 -2.63684 6.67510
H -1.41197 -3.21780 5.66717
H 0.65602 -1.09986 5.00007
H 0.27106 -2.57603 4.12228
H -1.88855 -1.59681 3.46939
H 0.53463 1.45729 2.78383
H -0.81822 2.05680 4.83394
H -0.12405 0.61733 5.58761
H 1.41119 3.07440 4.65208
H 1.11224 2.59263 6.31529
H 2.21535 1.58634 5.32398

Force components x, y, z for each atom (eV/Å):
N 0.29 -0.26 -0.04
C -0.85 0.10 -1.84
C 1.40 -1.71 0.85
C -1.37 0.60 -0.93
C 0.91 -0.49 1.65
C -1.58 2.06 -0.62
C 0.15 -0.74 0.12
Ru -0.25 1.47 1.67
P -0.19 1.30 -1.46
C -1.18 0.30 -0.24
C 1.36 -1.28 0.34
C -0.73 0.94 -0.22
C 1.10 0.38 0.73
C -1.55 1.22 -1.00
C 0.99 -0.62 -1.61
C 0.07 0.86 0.47
Br -0.39 -0.05 -0.33
H 0.62 0.45 -0.08
H 0.69 0.63 -0.15
H 0.00 -0.05 -0.07
H -0.04 0.24 0.16
H 0.15 -0.43 -0.21
H 0.12 0.11 0.57
H -0.05 -0.08 0.52
H 0.10 -0.07 -0.19
H -0.26 -0.22 0.75
H -0.38 -0.10 0.36
P -0.60 -0.93 -0.62
C 0.51 -0.29 0.66
C 0.05 -0.31 -0.10
H -0.20 0.16 -0.26
H 0.14 -0.30 0.24
H -0.03 -0.49 -0.01
H -0.16 0.27 -0.27
H 0.11 0.14 0.29
C 0.49 -0.20 0.27
C 0.10 -0.23 -0.12
H -0.19 -0.37 0.33
H 0.36 0.11 -0.03
H 0.20 0.01 0.23
H -0.25 0.00 -0.09
H -0.04 0.15 -0.08
C -0.21 -0.37 0.65
C 0.19 0.07 0.15
H 0.19 0.09 -0.07
H 0.15 -0.12 -0.07
H 0.30 0.38 -0.13
H -0.24 -0.16 0.07
H -0.28 -0.20 -0.18
C 0.24 0.38 0.36
C -0.16 -0.45 0.12
H 0.13 -0.42 -0.40
H -0.19 -0.03 0.09
H 0.22 -0.22 -0.04
H -0.14 -0.04 0.30
H -0.11 -0.08 -0.22
C 0.47 -0.26 -0.02
C 0.12 -0.16 -0.28
H 0.13 0.30 -0.16
H -0.19 -0.21 -0.11
H 0.26 0.01 -0.01
H 0.03 -0.28 0.13
H -0.23 0.09 0.03
C 0.53 0.03 0.31
C -0.58 -0.13 0.09
H -0.15 0.17 0.10
H 0.04 -0.51 -0.20
H 0.20 -0.49 0.11
H 0.13 0.39 0.38
H -0.43 0.01 -0.42
C -0.13 -0.24 0.06
C 0.32 0.06 0.31
N 0.40 0.29 -1.81
C 0.33 -0.19 1.85
S -0.09 -0.14 -0.80
N -0.68 -0.15 -1.19
C 0.16 0.12 0.83
C 0.07 0.27 -0.14
H 0.22 -0.28 -0.04
H -0.25 0.05 -0.08
H -0.11 0.19 0.29
H -0.25 -0.07 -0.20
H -0.07 0.09 0.05
H 0.25 0.29 0.52
H -0.24 -0.09 0.58
H 0.25 -0.19 -0.03
H -0.06 0.07 -0.23
H 0.25 -0.28 0.17
H 0.07 -0.22 -0.33
H -0.49 0.32 -0.06

Properties
- Energy relative to the best compared isomer or geometry (same formula, charge and spin): 0.000 eV
- 2S+1: 5
- Charge: +4

Entry 3:
A 7-piece molecular cluster, C63H70ClF6N3O2 overall, computed with ωB97M-V/def2-TZVPD.

Positions of all 145 atoms, in Å:
C 5.41355 -4.09244 1.65965
C 5.22629 -2.88709 0.61497
C 6.47011 -1.84209 0.59565
C 6.49300 -1.01715 -0.79105
C 5.40170 0.17090 -0.84496
C 4.92948 0.52754 -2.36859
C 3.34751 0.78531 -2.28926
C 2.57388 0.66849 -3.71534
C 2.61131 -0.76069 -4.40228
C 1.34760 -1.72816 -4.20627
C 0.04627 -0.82417 -4.58479
N -0.90329 -0.09143 -4.64765
C 1.48206 -2.88728 -5.35244
C 0.17472 -3.46947 -5.85852
C 0.19114 -4.53235 -6.98076
C 1.63653 -4.85722 -7.40506
C 2.79529 -4.16149 -6.71431
N 2.83180 -3.16581 -5.70238
C 1.22860 -2.31934 -2.71333
C 0.26213 -3.61826 -2.60000
N -0.44482 -4.57362 -2.75181
C 0.54974 -1.26240 -1.65997
C -1.05455 -1.51944 -1.49680
C -1.62975 -0.11996 -0.87826
C -3.20332 -0.08796 -1.30528
C -4.00511 -1.10552 -0.33826
C -5.18633 -1.90426 -1.08793
O -5.13362 -3.32508 -0.82085
C -4.39914 -4.04645 -1.83988
C 2.61589 -2.76195 -2.03388
C 3.35952 -4.00017 -2.70983
O 2.96206 -5.17127 -2.79194
Cl 5.05272 -3.67181 -3.41044
H 5.97399 -3.79429 2.62338
H 5.90927 -5.02423 1.19369
H 4.36018 -4.41306 2.01764
H 4.25782 -2.33364 0.90515
H 5.12861 -3.35903 -0.43008
H 7.41665 -2.50592 0.66890
H 6.48526 -1.14708 1.50803
H 7.55381 -0.63667 -1.03947
H 6.20046 -1.76578 -1.61238
H 5.90210 1.08463 -0.33614
H 4.52721 -0.11852 -0.16973
H 5.25592 -0.30117 -3.08056
H 5.42563 1.53707 -2.60215
H 2.87463 0.13433 -1.47342
H 3.17171 1.88053 -1.95241
H 3.15023 1.39454 -4.41262
H 1.55462 1.14858 -3.54862
H 2.71957 -0.59054 -5.54226
H 3.59976 -1.27852 -4.09702
H -0.84890 -3.16856 -5.44872
H -0.76706 -4.98690 -7.38784
H 1.82787 -5.61770 -8.23054
H 3.84566 -4.49147 -7.06698
H 0.99835 -1.45571 -0.61236
H 0.64904 -0.17949 -1.99130
H -1.58264 -1.62710 -2.50894
H -1.29732 -2.34530 -0.75070
H -1.15480 0.79784 -1.37807
H -1.46654 -0.16814 0.24969
H -3.31700 -0.36422 -2.42220
H -3.55687 0.99382 -1.21121
H -4.42405 -0.47905 0.53125
H -3.26781 -1.87587 0.08632
H -5.23022 -1.70920 -2.21587
H -6.17837 -1.50460 -0.64543
H -3.29724 -4.11029 -1.52521
H -4.80192 -5.13203 -1.86580
H -4.53894 -3.63899 -2.90040
H 3.38538 -1.92877 -1.91244
H 2.34926 -3.09641 -0.95736
F -8.02013 1.32271 -3.87185
C -6.96101 0.93492 -4.60016
C -5.69217 1.00462 -4.04760
C -4.59240 0.59781 -4.79932
C -4.77643 0.13525 -6.10018
C -6.05575 0.07410 -6.64730
C -7.15516 0.47095 -5.89166
H -5.56770 1.37451 -3.03620
H -3.59641 0.64163 -4.37162
H -3.91943 -0.17801 -6.68811
H -6.19660 -0.28249 -7.66224
H -8.15835 0.42151 -6.29866
F -2.98760 2.61990 0.27064
C -3.97714 3.28575 0.88824
C -3.68964 4.03913 2.01594
C -4.71320 4.73294 2.65339
C -6.01451 4.65653 2.16175
C -6.29224 3.89278 1.03144
C -5.26710 3.20758 0.38716
H -2.67249 4.07980 2.38858
H -4.49826 5.33099 3.53114
H -6.81334 5.19465 2.66223
H -7.30690 3.83107 0.65233
H -5.46363 2.61528 -0.49912
F 3.53247 -0.73926 1.85137
C 3.42802 0.26148 2.74378
C 3.73730 1.55510 2.35342
C 3.62373 2.59194 3.27379
C 3.21209 2.32169 4.57631
C 2.90891 1.01782 4.95856
C 3.01229 -0.01831 4.03576
H 4.06341 1.74501 1.33733
H 3.85573 3.60911 2.97681
H 3.12749 3.13041 5.29442
H 2.59207 0.80860 5.97501
H 2.77173 -1.03811 4.31310
F 7.40400 -4.29069 4.42806
C 7.93207 -5.47720 4.08823
C 9.12191 -5.51476 3.37797
C 9.67191 -6.74440 3.03047
C 9.02023 -7.92233 3.38775
C 7.82339 -7.87251 4.09645
C 7.27852 -6.64352 4.45383
H 9.61043 -4.58761 3.10141
H 10.60656 -6.78508 2.48141
H 9.44780 -8.88119 3.11235
H 7.31481 -8.79078 4.37042
H 6.35206 -6.58625 5.01314
F -5.61675 7.24949 4.02592
C -6.60420 8.15689 4.10132
C -6.77105 9.06794 3.07020
C -7.79689 10.00448 3.14572
C -8.63716 10.02588 4.25655
C -8.45681 9.10909 5.28828
C -7.43809 8.16522 5.20830
H -6.10224 9.04117 2.21772
H -7.94131 10.71717 2.34086
H -9.43452 10.75978 4.31664
H -9.10948 9.12965 6.15459
H -7.28858 7.43823 5.99806
F 0.82474 4.02365 5.88837
C -0.49050 3.75422 5.86254
C -1.40058 4.79150 5.99435
C -2.76335 4.51290 5.96193
C -3.20001 3.19895 5.80883
C -2.27664 2.16484 5.68240
C -0.91390 2.44403 5.70370
H -1.04199 5.80646 6.12076
H -3.48429 5.31805 6.05642
H -4.26332 2.98198 5.78796
H -2.61825 1.14163 5.56724
H -0.18099 1.65261 5.59757

Force components x, y, z for each atom (eV/Å):
C -0.65 -0.15 0.44
C 0.20 0.16 0.49
C 0.14 -0.82 -0.57
C -0.38 -0.37 -0.01
C 1.22 -0.14 0.19
C -0.35 0.70 2.02
C -0.26 0.51 -0.70
C 1.05 0.95 0.72
C 0.57 0.56 -0.47
C -0.44 0.19 -1.56
C -2.02 1.55 1.19
N 4.34 -3.41 0.02
C -1.12 -0.01 0.23
C 2.01 -1.76 -1.99
C 4.25 2.35 2.32
C -1.59 1.85 2.09
C -0.20 -0.60 -0.59
N -5.44 -2.72 -2.51
C -1.03 -0.67 1.76
C -1.15 -1.98 -2.05
N 3.06 4.25 1.00
C -1.25 -1.06 0.16
C 0.56 2.31 0.28
C -1.13 -1.03 -1.39
C 0.63 0.08 0.80
C 0.06 0.45 -0.74
C -0.59 0.85 0.89
O 0.14 0.68 -1.54
C 0.23 -1.28 0.27
C 0.68 -0.60 0.36
C -1.20 -3.57 -0.33
O 1.27 4.96 0.52
Cl -1.19 0.10 0.69
H -0.75 -0.33 -1.70
H -0.62 1.58 0.73
H 1.67 0.33 -0.61
H 1.67 -1.04 -0.83
H 0.08 0.86 1.47
H -1.34 1.18 -0.18
H -0.22 -0.99 -1.26
H -1.69 -0.47 0.44
H 0.59 1.01 1.11
H -0.96 -1.28 -0.89
H 1.07 0.31 -1.15
H -0.53 1.18 0.86
H -0.62 -1.71 -0.21
H 0.63 0.80 -1.30
H 0.37 -1.76 -0.39
H -0.99 -1.19 1.04
H 1.06 -0.96 -0.57
H -0.35 -0.41 1.87
H -1.83 0.58 -0.49
H 1.90 -0.22 -0.43
H 1.62 0.63 0.53
H -0.09 1.23 1.37
H -1.89 0.61 0.61
H -0.46 0.62 -1.76
H 0.29 -1.60 0.42
H 0.99 -0.29 1.51
H 0.44 0.86 -1.36
H -0.34 -1.41 0.95
H -0.38 0.56 -1.47
H 0.33 0.22 1.83
H 0.21 -1.62 -0.02
H 0.59 -1.14 -1.19
H -1.17 1.08 -0.59
H 0.31 -0.20 1.47
H 1.42 -0.88 -0.76
H -1.38 0.21 -0.83
H 0.60 1.78 0.20
H 0.28 -0.22 1.53
H -1.29 -0.94 -0.42
H 0.45 0.30 -1.84
F -0.13 0.05 0.09
C 0.64 -0.24 -0.44
C 0.02 0.03 0.13
C -0.28 -0.02 -0.16
C 0.03 -0.02 -0.01
C 0.13 0.09 0.31
C -0.17 0.00 -0.06
H -0.03 -0.03 -0.04
H -0.08 0.03 -0.09
H -0.08 0.05 0.08
H -0.03 0.03 0.12
H 0.04 0.03 0.06
F 0.18 0.01 -0.01
C -0.62 0.45 0.43
C 0.17 -0.03 0.02
C -0.12 -0.21 -0.25
C -0.01 0.02 0.03
C 0.24 0.07 0.18
C 0.03 -0.13 -0.15
H -0.04 -0.03 -0.03
H 0.03 -0.13 -0.14
H 0.09 -0.05 -0.06
H 0.12 -0.01 0.00
H 0.03 0.01 0.05
F -0.21 0.07 0.06
C -0.09 0.78 0.66
C 0.04 -0.03 -0.22
C -0.09 -0.30 0.21
C 0.05 0.08 0.05
C 0.09 0.16 -0.29
C -0.04 -0.22 -0.02
H -0.03 -0.05 0.05
H -0.01 -0.12 0.00
H -0.01 -0.12 -0.10
H 0.03 -0.01 -0.11
H 0.04 0.03 -0.05
F -0.02 0.14 0.11
C 0.34 -0.75 -0.21
C 0.05 0.18 -0.03
C -0.30 -0.09 0.16
C 0.05 -0.03 -0.03
C 0.21 0.21 -0.11
C -0.16 0.07 0.08
H -0.06 -0.03 0.04
H -0.11 0.04 0.05
H -0.05 0.11 0.03
H 0.04 0.12 0.00
H 0.04 0.04 -0.05
F 0.11 -0.04 0.06
C -0.67 0.63 0.06
C 0.14 -0.05 -0.15
C -0.04 -0.18 0.31
C -0.02 0.04 -0.03
C 0.12 0.07 -0.28
C 0.08 -0.15 0.10
H -0.03 -0.05 0.06
H 0.05 -0.09 0.07
H 0.09 -0.09 0.00
H 0.08 -0.04 -0.09
H 0.03 0.03 -0.05
F 0.14 0.06 0.03
C -0.83 -0.18 -0.03
C 0.10 0.17 0.00
C 0.14 -0.34 -0.04
C -0.06 0.02 0.01
C 0.00 0.32 0.03
C 0.16 -0.10 0.00
H 0.02 -0.07 -0.02
H 0.10 -0.05 0.01
H 0.12 0.02 -0.02
H 0.07 0.10 -0.01
H 0.00 0.07 0.00

Properties
- Total energy: -3816.42728 Eh

Results for max |F|: 4.53; 2.67; 6.58 (in eV/A, following the order of the records).